DFT (ωB97M-V with the def2-TZVPD basis set) results for a 2-piece molecular cluster, C5H9O3 overall in a non-equilibrium geometry.

XYZ file:
```
17
Properties=species:S:1:pos:R:3
O -2.0282 -1.4843 1.2131
O 0.1892 -1.3427 1.4348
O -1.0154 -4.0162 1.8792
C -0.9226 -0.9558 0.9968
C -0.8751 0.3815 0.1912
C 0.9519 1.9540 -0.8158
C 1.5135 2.3435 -1.9522
C 0.4119 0.5533 -0.6308
H -1.7489 0.5419 -0.4423
H -0.1789 -3.5797 2.1741
H 1.7099 1.7490 -2.8368
H 0.2701 0.0658 -1.5964
H -1.3995 -3.2391 1.4509
H -0.9276 1.1197 0.9994
H 0.8805 2.6086 0.0432
H 2.0033 3.3150 -2.0254
H 1.1659 -0.0144 -0.0831
```

Computed properties:
ΔE to the lowest compared entry with this formula, charge and spin: 8.0 kcal/mol
HOMO energy: -4.751 eV
E_LUMO: 3.582 eV
multiplicity: 1
molecular weight: 117.12 g/mol
charge: -1